[1]
Molecular formula: C10H8BrNOS
Method: DFT, the ωB97M-V functional and the def2-TZVPD basis

The net charge is 0. The calculation puts the LUMO energy at 0.020 hartree. Its relative energy (zero: lowest compared OMol25 entry of this formula, charge and spin) is 0.0 kJ/mol. The calculation puts the frontier orbital gap at 9.5 eV.

Geometry (Å):
N  -0.077  3.739  1.036
C  0.134  2.660  0.725
C  0.069  1.256  0.385
C  1.389  0.836  -0.143
C  2.453  0.301  0.471
C  3.603  0.242  -0.296
Br  5.265  -0.217  0.409
C  3.451  0.697  -1.579
S  1.859  1.305  -1.800
C  -0.984  0.390  1.123
C  -0.977  -1.152  0.919
O  -0.790  -1.385  -0.505
C  -1.381  -0.263  -1.151
C  -1.250  0.917  -0.250
H  2.503  0.000  1.585
H  4.105  1.012  -2.269
H  -1.532  0.790  1.995
H  -0.186  -1.845  1.376
H  -2.018  -1.294  1.344
H  -2.448  -0.490  -1.285
H  -0.963  0.018  -2.146
H  -1.928  1.787  -0.288



[2]
Molecular formula: C4H5IN4
Method: DFT, the ωB97M-V functional and the def2-TZVPD basis

The net charge is 0. The calculation puts the LUMO energy at 0.000 hartree. Its relative energy (zero: lowest compared OMol25 entry of this formula, charge and spin) is 288.6 kJ/mol. The calculation puts the frontier orbital gap at 8.4 eV.

Geometry (Å):
C  -1.062  -2.172  -0.697
C  0.733  -1.011  -1.615
C  -0.640  -0.907  -1.076
C  -1.478  0.022  -0.703
N  -1.395  -3.253  -0.595
N  2.547  0.547  -1.411
N  1.642  -0.158  -1.408
N  -0.939  1.004  1.192
I  -3.396  -0.240  0.231
H  1.096  -1.924  -2.090
H  -1.292  1.009  -1.047
H  -1.572  1.865  0.858
H  -0.021  1.010  0.764
H  -1.081  0.903  2.202



no.,HOMO level (Eh)
1,-0.330
2,-0.310